# 1
{"formula": "C4H3IN2", "method": "the ωB97M-V functional and the def2-TZVPD basis", "elements": ["C", "C", "C", "C", "N", "N", "I", "H", "H", "H"], "positions_angstrom": [[0.280868, -0.732287, -0.207659], [0.075558, 0.460733, -0.120411], [0.638697, -2.145620, -0.052142], [-0.569327, 2.703729, 0.241950], [-0.250621, -3.007092, 0.122847], [-0.117027, 1.715651, -0.360871], [-0.777906, 4.509522, -0.859250], [1.658969, -2.475530, -0.192343], [-0.926654, 2.971579, 1.327484], [-0.012556, -4.000685, 0.100395]], "forces_ev_per_angstrom": [[0.7, -0.5, 0.8], [0.4, -1.9, 0.0], [0.0, 0.4, -0.6], [-0.6, 1.5, 1.3], [-2.0, -0.6, 0.1], [-0.6, 1.5, 0.0], [0.0, -0.1, 0.1], [0.6, 0.6, -0.1], [0.8, -1.4, -1.9], [0.7, 0.5, 0.1]], "homo_energy_ev": -9.13, "smiles": "[H]/N=C/C#C/N=C/I", "lumo_energy_ha": -0.0108, "e_above_lowest_kcal_mol": 55.8}

---

# 2
{"formula": "C3H6N5", "method": "the ωB97M-V functional and the def2-TZVPD basis", "elements": ["C", "C", "C", "N", "N", "N", "N", "N", "H", "H", "H", "H", "H", "H"], "positions_angstrom": [[2.171214, -0.995907, -0.109643], [-0.246275, -0.506776, -0.376737], [-1.507918, -0.105887, -0.169709], [0.836022, -0.976268, -0.575981], [2.847660, 0.009664, 0.173554], [2.838382, 1.220731, 0.122105], [-1.712874, 1.213701, -0.466398], [-2.456140, -0.900847, 0.356690], [2.631890, -2.059975, -0.084459], [3.409414, 1.706680, 0.931948], [-1.011936, 1.891456, -0.626138], [-2.503668, 1.563401, -0.935164], [-2.117459, -1.656577, 0.919549], [-3.178315, -0.403399, 0.840386]], "forces_ev_per_angstrom": [[-0.3, -4.3, -0.9], [2.4, -1.6, 0.1], [0.0, 1.9, -0.3], [-0.6, 0.8, 0.5], [1.2, 0.0, 1.6], [0.9, 3.0, 0.7], [-0.8, -0.2, 0.4], [-0.1, 0.3, 0.1], [-0.8, 2.2, -0.2], [-1.3, -1.4, -1.6], [1.5, -0.1, 0.1], [-1.7, -0.3, -0.3], [0.1, -0.6, -0.1], [-0.5, 0.3, 0.0]], "homo_energy_ev": [-12.70, -12.65], "smiles": "[H]/N=N/C=[N+]=C=C(N)N", "charge": 1, "lumo_energy_ha": [-0.2147, -0.1807], "e_above_lowest_kcal_mol": 115.0}

---

# 3
{"formula": "C3H11NO", "method": "the ωB97M-V functional and the def2-TZVPD basis", "elements": ["C", "O", "H", "H", "H", "H", "C", "C", "N", "H", "H", "H", "H", "H", "H", "H"], "positions_angstrom": [[-1.610047, 1.101901, 1.424655], [-2.770666, 1.120296, 2.211601], [-1.518219, 0.166192, 0.856825], [-1.618836, 1.961038, 0.746375], [-0.713896, 1.174014, 2.049190], [-3.284906, 0.322317, 2.070875], [2.279685, -0.974270, -1.226263], [1.080788, -0.274162, -0.520959], [-0.157223, -0.506513, -1.230157], [2.358847, -0.590219, -2.236039], [3.198492, -0.816654, -0.672282], [2.062617, -2.040915, -1.261929], [1.005849, -0.608746, 0.519307], [1.217797, 0.807013, -0.553238], [-0.808321, -1.185265, -0.810111], [-0.721960, 0.343975, -1.367850]], "forces_ev_per_angstrom": [[0.1, 0.1, 0.1], [0.0, 0.0, 0.0], [-0.1, 0.0, -0.1], [0.0, -0.1, -0.1], [0.0, 0.0, 0.1], [0.0, 0.0, 0.1], [-0.4, -0.5, 0.0], [0.3, 0.7, -0.9], [-1.0, 0.8, 2.8], [0.2, 0.1, -0.1], [-0.1, 0.2, 0.1], [0.2, 0.0, 0.0], [-0.2, -0.4, -0.1], [0.2, -0.1, 0.1], [0.5, -0.7, -0.8], [0.4, -0.1, -1.0]], "spin_multiplicity": 2, "homo_energy_ev": [-14.04, -14.02], "charge": 1, "lumo_energy_ha": [-0.1383, -0.3394], "e_above_lowest_kcal_mol": 45.5}

---

# 4
{"formula": "C3H4Cl3NO2", "method": "the ωB97M-V functional and the def2-TZVPD basis", "elements": ["C", "C", "C", "N", "O", "O", "Cl", "Cl", "Cl", "H", "H", "H", "H"], "positions_angstrom": [[0.565884, 0.056445, 0.320653], [-1.637640, 0.138021, 1.267007], [1.943634, 0.002467, -0.095896], [-0.259342, -0.042114, 1.213061], [-1.051973, -0.591206, -1.928865], [-0.595346, 0.652484, -1.595779], [2.329121, -0.305297, -1.758136], [2.679112, 1.587932, 0.462354], [2.771106, -1.282495, 0.881990], [-2.125065, -0.745502, 1.667614], [-2.041937, 0.623395, 0.379491], [-1.708077, 0.877645, 2.021147], [-0.869479, -0.971778, -2.834645]], "forces_ev_per_angstrom": [[-3.8, 0.7, -0.3], [-1.0, 0.9, 0.3], [1.9, 0.3, 1.4], [4.2, -1.0, -2.3], [-1.5, -2.0, 0.0], [1.3, -0.1, 0.4], [-0.4, 0.1, -0.2], [-0.4, -0.5, -0.5], [-0.2, 0.0, 0.0], [-0.1, -0.1, -0.4], [-0.1, -0.7, -0.4], [-0.7, 0.8, 1.1], [0.8, 1.7, 0.9]], "homo_energy_ev": [-9.24, -7.64], "lumo_energy_ha": [-0.0189, -0.0260], "e_above_lowest_kcal_mol": 166.8}

---

Across the entries above, E takes the values -561.29256; -391.28101; -250.51608; -1702.27054 hartree, respectively.